(1)
This record from the OMol25 dataset describes a molecular structure, C16H8AuBrCl5N2Se2 at a distorted geometry. The level of theory is ωB97M-V/def2-TZVPD.

Values from the calculation:
- net charge = +1
- orbital gap (spin up / spin down) (eV) = 7.694 / 5.320
- lowest unoccupied orbital energy (spin up / spin down) (eV) = -3.913 / -6.278
- 2S+1 = 3

```
35
Properties=species:S:1:pos:R:3:forces:R:3:lowdin_charge:R:1
Au -0.273 0.896 -0.534 -0.43 -0.11 0.09 0.696
Se -1.343 -2.072 0.350 0.14 -0.48 -0.96 0.690
Se -2.873 -0.957 1.619 -0.96 0.04 -0.66 0.754
C -1.619 -0.126 2.747 -0.14 0.02 1.96 -0.720
C -1.966 0.006 4.128 -1.02 -1.43 -1.55 -0.059
C -1.032 0.678 4.898 -2.77 -0.49 0.65 -0.056
C 0.030 1.259 4.301 2.05 1.37 -0.18 -0.033
C 0.262 1.122 2.950 -1.58 -1.59 -0.19 -0.082
N -0.533 0.349 2.189 0.22 0.84 0.29 -0.044
C -1.877 -1.705 -1.536 -0.21 -1.75 1.83 -0.627
C -2.625 -2.622 -2.252 -0.32 -0.83 1.54 -0.071
C -2.865 -2.363 -3.559 1.16 1.51 0.09 -0.030
C -2.227 -1.278 -4.140 -0.52 0.47 0.94 0.006
C -1.465 -0.413 -3.351 -0.40 -0.59 -0.38 -0.072
N -1.327 -0.663 -2.050 1.09 1.59 -0.50 -0.100
H -2.950 -0.479 4.524 2.06 1.14 -0.64 0.150
H -1.396 0.843 5.901 0.88 0.13 0.45 0.126
H 0.730 1.888 4.839 -0.16 -0.06 0.23 0.127
H 1.006 1.605 2.392 1.30 0.66 -0.24 0.083
H -3.081 -3.501 -1.803 0.19 0.29 0.26 0.123
H -3.593 -2.908 -4.058 -0.93 -1.10 -1.18 0.108
H -2.572 -1.055 -5.108 0.41 0.58 -1.32 0.107
H -0.978 0.488 -3.693 -0.09 -0.02 -0.33 0.124
Br -2.600 1.555 -0.019 -0.78 0.06 0.09 0.136
Cl 1.364 3.316 -0.127 0.25 -0.06 -0.09 0.682
C 2.394 1.955 -0.540 -2.29 -0.64 0.23 -0.704
C 1.704 0.737 -0.706 1.31 0.45 -0.50 -0.379
C 2.493 -0.350 -1.009 -1.72 -0.50 -0.06 -0.624
Cl 1.589 -1.885 -1.305 1.26 0.85 0.14 0.616
C 3.879 -0.272 -1.054 0.14 -0.06 0.50 -0.733
Cl 4.745 -1.710 -1.024 0.77 -1.01 -0.38 0.754
C 4.547 0.941 -0.895 -1.67 0.09 0.05 -0.719
Cl 6.229 1.041 -0.901 0.38 0.02 -0.04 0.758
C 3.726 2.068 -0.661 2.57 0.71 -0.20 -0.694
Cl 4.498 3.610 -0.513 -0.21 -0.11 0.06 0.709
```
Forces are in eV/Å.

(2)
This record from the OMol25 dataset describes a molecular structure, C16H20BaIN3O8P2. The level of theory is ωB97M-V/def2-TZVPD.

Values from the calculation:
- relative energy (zero: lowest compared OMol25 entry of this formula, charge and spin) (kcal per mole) = 5.3
- orbital gap (eV) = 7.639
- lowest unoccupied orbital energy (eV) = 0.059
- 2S+1 = 1

```
51
Properties=species:S:1:pos:R:3:forces:R:3:lowdin_charge:R:1
Ba -0.483 -0.539 0.311 0.03 0.33 -0.07 1.952
C 0.284 -2.395 4.310 0.02 -0.02 -0.01 -0.028
C 0.983 -2.878 3.076 -0.03 0.10 0.01 -0.278
N 1.140 -4.167 2.904 -0.01 -0.03 0.02 0.107
C 1.744 -4.609 1.782 0.00 -0.02 0.02 -0.120
C 2.253 -3.773 0.825 -0.01 0.01 -0.03 -0.171
C 2.868 -4.335 -0.433 -0.02 0.00 0.02 -0.197
O 2.359 -3.724 -1.610 -0.01 0.03 -0.02 -0.076
C 2.088 -2.378 0.983 0.08 -0.08 0.05 -0.136
C 2.687 -1.525 -0.045 0.13 0.03 -0.12 -0.095
N 2.141 -0.489 -0.551 -0.12 -0.01 0.05 -0.065
C 2.779 0.178 -1.613 0.05 0.05 -0.03 -0.334
C 3.448 -0.514 -2.622 0.00 0.00 -0.01 -0.012
C 4.028 0.172 -3.678 -0.01 -0.04 0.02 -0.072
C 3.940 1.554 -3.749 -0.01 0.08 0.01 -0.088
C 3.251 2.256 -2.769 0.02 -0.07 -0.02 -0.155
C 2.669 1.564 -1.721 -0.06 0.00 0.09 -0.634
I 1.593 2.629 -0.273 0.01 -0.02 -0.02 0.929
C 1.400 -1.883 2.116 0.05 -0.16 0.05 -0.452
O 1.074 -0.645 2.289 -0.08 -0.02 -0.07 -0.326
H 0.145 -3.225 4.998 0.00 0.00 0.00 0.076
H -0.693 -1.970 4.062 0.00 0.01 0.00 0.078
H 0.855 -1.597 4.786 -0.01 0.00 0.01 0.082
H 1.809 -5.686 1.665 0.01 0.00 -0.01 0.110
H 2.707 -5.417 -0.451 0.01 0.00 0.00 0.119
H 3.950 -4.168 -0.449 0.00 0.00 0.01 0.125
H 1.402 -3.587 -1.501 0.02 0.00 0.02 0.047
H 3.671 -1.838 -0.406 0.00 -0.01 0.04 0.140
H 3.467 -1.597 -2.585 0.00 0.00 0.00 0.107
H 4.538 -0.380 -4.456 0.00 0.00 0.00 0.107
H 4.389 2.092 -4.573 0.00 -0.01 0.00 0.104
H 3.160 3.332 -2.824 0.01 0.00 -0.01 0.091
N -2.741 -3.451 -2.910 0.01 -0.04 0.02 0.171
C -2.988 -3.273 -1.422 0.09 0.07 0.02 -0.506
C -4.145 -4.150 -0.981 0.00 0.00 -0.01 -0.074
P -3.234 -1.463 -1.190 -0.17 0.13 0.14 0.200
O -4.754 -1.239 -1.687 0.01 -0.03 -0.01 -0.131
O -2.295 -0.816 -2.154 0.00 -0.04 0.02 -0.374
O -3.112 -1.145 0.272 0.03 -0.10 -0.12 -0.476
P -1.358 -3.897 -0.757 -0.01 -0.06 0.00 0.281
O -1.630 -4.003 0.816 -0.12 -0.02 0.03 -0.123
O -1.197 -5.210 -1.435 0.06 0.04 0.00 -0.292
O -0.352 -2.802 -0.988 -0.02 -0.11 -0.06 -0.491
H -3.613 -3.442 -3.438 0.01 -0.02 -0.02 0.164
H -2.231 -4.343 -3.024 -0.02 0.00 -0.02 0.139
H -2.161 -2.653 -3.210 0.00 0.03 0.02 0.139
H -5.053 -3.915 -1.540 0.00 0.00 0.01 0.080
H -4.337 -3.965 0.075 0.00 -0.01 0.00 0.093
H -3.902 -5.207 -1.104 0.00 0.00 0.01 0.087
H -5.354 -1.099 -0.945 0.01 0.00 0.02 0.083
H -1.356 -4.849 1.194 0.05 0.02 0.01 0.093
```
Forces are in eV/Å.

(3)
This record from the OMol25 dataset describes 14 unconnected molecules or ions with the total composition C35H105N21O14 at a distorted geometry. The level of theory is ωB97M-V/def2-TZVPD.

Values from the calculation:
- relative energy (zero: lowest compared OMol25 entry of this formula, charge and spin) (kcal per mole) = 160.6
- orbital gap (eV) = 8.192
- lowest unoccupied orbital energy (eV) = -0.167
- 2S+1 = 1

```
175
Properties=species:S:1:pos:R:3:forces:R:3:lowdin_charge:R:1
C 24.711 3.403 2.158 -0.86 -0.54 -1.38 -0.761
O 24.976 2.409 1.503 0.81 -0.71 -0.49 0.012
N 23.437 3.753 2.370 -1.85 -0.23 0.48 0.180
N 25.550 4.340 2.536 1.83 1.24 1.05 0.189
H 22.772 3.056 2.068 -0.11 0.31 0.38 0.120
H 23.200 4.484 3.025 -0.20 -0.19 -0.14 0.062
H 26.532 4.267 2.315 -0.29 0.09 0.35 0.128
H 25.164 5.060 3.129 0.73 0.27 -0.05 0.074
C 20.540 7.357 -3.710 -0.03 0.56 -1.18 -0.711
O 19.801 8.104 -3.088 -0.23 -0.32 0.24 0.027
N 21.811 7.094 -3.371 1.22 0.36 1.86 0.157
N 20.275 6.800 -4.908 -1.07 -0.27 -0.63 0.156
H 22.381 6.393 -3.824 -0.26 0.09 0.44 0.095
H 21.959 7.332 -2.401 0.67 -0.26 -0.05 0.096
H 19.343 6.915 -5.282 0.44 -0.17 -0.27 0.117
H 21.034 6.322 -5.372 -0.79 0.05 -0.29 0.103
C 18.620 11.133 -1.281 1.96 2.43 3.38 -0.817
O 18.278 11.809 -0.336 -0.39 1.44 1.75 0.012
N 17.748 10.697 -2.079 -4.10 -3.21 -4.95 0.184
N 19.908 10.922 -1.537 1.95 -0.40 -0.76 0.180
H 16.761 10.820 -1.905 0.48 0.07 0.18 0.128
H 18.023 10.107 -2.852 -0.21 0.02 0.06 0.100
H 20.491 11.296 -0.801 0.12 -0.48 0.10 0.073
H 20.189 10.079 -2.017 0.07 0.07 0.07 0.065
C 23.388 7.192 5.372 1.69 0.63 1.73 -0.827
O 23.825 6.527 4.492 2.03 -2.49 -3.99 0.027
N 24.095 7.876 6.215 5.47 2.28 2.66 0.185
N 22.188 7.327 5.674 -7.94 0.08 1.12 0.217
H 23.794 8.218 7.117 -0.22 -0.04 -0.55 0.120
H 25.096 7.883 6.085 -0.07 -0.09 0.14 0.124
H 21.883 7.637 6.585 0.12 0.20 -0.50 0.126
H 21.501 6.945 5.039 -0.36 -0.22 0.20 0.062
C 24.801 5.674 -1.082 -0.32 -4.02 8.21 -0.761
O 24.152 6.038 -0.088 -0.76 1.53 -1.17 -0.004
N 25.557 4.605 -0.882 2.06 -1.90 -0.62 0.191
N 24.853 6.102 -2.250 -0.33 4.87 -6.66 0.193
H 26.241 4.415 -1.601 -0.07 -0.72 0.46 0.108
H 25.413 3.959 -0.119 0.05 0.06 0.02 0.082
H 24.649 7.090 -2.282 -0.26 0.15 -0.55 0.132
H 25.599 5.833 -2.876 -0.22 -0.13 0.15 0.131
C 22.314 10.852 1.439 0.48 -2.25 -0.01 -0.749
O 21.145 10.810 1.099 -0.60 0.11 -0.19 0.034
N 23.077 11.896 1.513 0.26 5.84 -0.50 0.154
N 23.110 9.818 1.678 -0.43 -2.44 0.48 0.175
H 23.912 11.975 2.076 -0.37 0.01 -0.32 0.117
H 22.550 12.710 1.232 0.65 0.60 0.44 0.120
H 23.994 9.986 2.136 -0.17 -0.53 -0.16 0.095
H 22.631 8.933 1.768 1.06 -0.56 0.23 0.029
C 26.425 8.437 2.055 0.45 2.59 1.62 -0.728
O 26.860 9.390 2.729 -1.07 -1.06 0.98 -0.021
N 25.475 7.535 2.320 -0.95 -0.60 1.66 0.181
N 26.922 8.304 0.856 0.95 -1.54 -4.66 0.153
H 24.978 7.516 3.199 0.21 0.30 0.07 0.064
H 25.073 6.887 1.657 0.31 0.28 -0.48 0.057
H 26.377 7.721 0.237 0.32 -0.02 -0.16 0.083
H 27.542 8.949 0.387 -0.26 0.15 0.81 0.118
C 19.056 1.042 6.094 -0.09 1.52 1.26 -0.053
C 19.324 -0.391 5.789 0.45 -1.79 2.50 -0.456
C 18.911 -1.388 6.939 0.82 1.47 0.63 -0.137
O 19.793 -1.237 8.098 -1.61 0.11 -1.09 -0.229
C 19.666 -2.289 9.023 0.86 -0.69 -0.03 -0.120
N 18.543 -0.699 4.680 -2.40 -1.18 -2.83 0.033
H 18.004 1.152 6.355 -0.45 -0.12 -0.68 0.070
H 19.311 1.718 5.277 -0.12 -0.21 -0.23 0.076
H 19.456 1.522 6.987 0.84 -0.57 0.01 0.063
H 20.336 -0.735 5.573 0.50 0.87 -0.08 0.141
H 18.926 -2.416 6.577 0.33 -0.15 -0.10 0.117
H 17.877 -1.148 7.187 -0.21 0.01 0.45 0.124
H 20.191 -3.153 8.617 0.09 -0.35 -0.01 0.088
H 18.666 -2.646 9.271 -0.36 0.56 -0.11 0.088
H 20.197 -2.010 9.933 -0.18 0.13 0.06 0.089
H 17.619 -0.291 4.673 0.07 1.46 0.29 0.059
H 18.153 -1.631 4.687 1.05 -1.03 -0.11 0.073
C 16.429 0.948 -0.585 1.45 -0.35 0.13 -0.047
C 17.637 0.889 -1.608 -1.08 0.82 0.61 -0.394
C 18.438 2.230 -1.682 -1.68 0.45 -0.27 -0.166
O 17.651 3.372 -2.203 1.80 -0.40 0.31 -0.202
C 18.581 4.470 -2.501 -1.59 -0.79 -0.33 -0.098
N 18.590 -0.170 -1.227 0.23 0.50 0.17 0.021
H 16.828 0.989 0.429 0.38 -0.03 0.08 0.057
H 15.900 -0.004 -0.616 -0.33 0.15 -0.25 0.065
H 15.764 1.812 -0.604 0.01 -0.12 -0.78 0.074
H 17.244 0.617 -2.587 -0.22 0.60 -0.28 0.123
H 19.292 2.069 -2.341 0.25 0.10 0.01 0.106
H 18.743 2.537 -0.681 0.38 -0.33 0.11 0.107
H 19.295 4.111 -3.242 0.32 0.14 0.13 0.075
H 19.050 4.933 -1.633 0.19 -0.44 0.28 0.074
H 17.982 5.259 -2.956 -0.08 -0.10 -0.07 0.081
H 19.405 -0.027 -1.805 0.42 -0.02 0.04 0.055
H 18.268 -1.083 -1.517 -0.42 -0.09 0.14 0.068
C 20.967 1.765 9.364 -0.69 1.32 -0.10 -0.052
C 21.869 1.129 8.323 -0.89 1.00 -0.06 -0.475
C 23.004 1.987 7.761 -1.28 -1.76 -0.86 -0.187
O 22.474 2.991 6.926 0.83 0.60 0.37 -0.163
C 23.521 3.733 6.346 -0.17 2.00 0.30 -0.124
N 22.382 -0.057 8.900 1.44 -0.67 1.20 0.038
H 19.964 1.339 9.383 0.08 -0.48 -0.05 0.068
H 20.762 2.816 9.159 0.15 0.23 -0.24 0.070
H 21.345 1.745 10.386 0.39 -0.30 -0.12 0.079
H 21.266 0.674 7.537 -0.29 1.47 -0.79 0.099
H 23.488 1.350 7.021 0.75 -0.57 0.34 0.122
H 23.711 2.225 8.556 0.01 0.82 -0.01 0.138
H 24.034 4.362 7.073 -0.09 0.11 0.70 0.089
H 23.055 4.474 5.697 0.19 -0.34 -0.32 0.044
H 24.388 3.278 5.867 -0.54 -1.12 -0.43 0.096
H 23.032 -0.375 8.195 0.00 -1.13 0.11 0.075
H 21.528 -0.595 8.910 0.62 -1.05 0.07 0.037
C 20.594 7.514 0.616 -1.89 -0.03 -0.81 -0.047
C 21.045 7.413 2.053 -0.43 -2.07 -0.43 -0.398
C 20.491 6.101 2.692 -1.34 0.47 -1.00 -0.148
O 20.709 5.952 4.105 -1.03 0.66 -2.26 -0.215
C 20.672 4.634 4.560 0.54 -0.52 0.89 -0.084
N 22.427 7.180 1.944 2.40 -0.22 1.27 0.010
H 21.035 8.284 -0.019 0.29 0.29 0.62 0.076
H 19.518 7.636 0.493 -0.16 0.28 0.22 0.067
H 20.773 6.578 0.087 0.37 -0.38 0.18 0.078
H 20.870 8.284 2.686 -0.43 0.14 -0.13 0.143
H 20.893 5.240 2.157 0.75 -0.01 0.03 0.121
H 19.463 6.055 2.332 -0.90 -0.08 1.13 0.096
H 20.782 4.712 5.642 -0.51 -0.24 0.12 0.094
H 21.563 4.073 4.278 -0.03 -0.13 -0.50 0.068
H 19.781 4.079 4.267 -0.18 0.16 0.05 0.090
H 22.649 6.699 2.803 1.02 0.22 0.21 0.043
H 22.704 6.549 1.206 -0.27 0.07 -0.40 0.048
C 15.773 5.914 3.965 -0.57 0.59 -0.45 -0.078
C 15.697 7.423 3.834 1.14 1.30 -0.71 -0.413
C 16.689 7.906 2.694 -0.65 -0.52 0.15 -0.177
O 16.661 9.313 2.426 -2.27 -2.84 2.60 -0.170
C 17.765 9.698 1.763 1.38 2.44 -0.11 -0.160
N 14.353 7.971 3.624 0.47 -0.58 -0.25 0.059
H 16.698 5.727 4.511 0.17 -0.64 -0.54 0.075
H 15.663 5.542 2.947 0.70 -0.61 0.02 0.077
H 14.963 5.418 4.500 -0.15 0.52 0.44 0.078
H 16.184 7.824 4.723 -0.52 0.48 0.38 0.112
H 16.520 7.423 1.731 -0.66 -0.45 -0.28 0.121
H 17.678 7.522 2.942 0.53 0.48 0.45 0.102
H 17.871 9.193 0.803 0.18 0.32 -0.27 0.087
H 18.670 9.652 2.368 0.43 -0.78 0.02 0.087
H 17.611 10.777 1.759 0.39 0.05 -1.35 0.096
H 14.483 8.742 2.984 -0.08 0.73 0.19 0.058
H 13.928 7.297 3.003 -0.62 -0.37 0.00 0.063
C 13.882 2.335 3.730 1.51 0.56 -1.17 -0.058
C 15.303 1.762 4.003 -0.92 1.05 -0.47 -0.381
C 16.508 2.647 3.507 -1.65 -0.77 1.37 -0.206
O 16.308 3.151 2.223 0.62 0.03 -1.41 -0.184
C 17.477 3.858 1.803 -0.02 1.12 0.78 -0.111
N 15.335 1.573 5.472 0.50 -0.58 -0.56 0.040
H 13.705 3.271 4.259 0.03 -0.11 0.50 0.068
H 13.151 1.573 4.002 -0.16 0.23 -0.31 0.079
H 13.878 2.663 2.690 -0.67 -0.47 -0.30 0.072
H 15.336 0.821 3.454 0.24 -0.31 0.29 0.128
H 17.401 2.025 3.562 0.28 0.13 0.14 0.112
H 16.515 3.472 4.218 0.63 0.16 0.19 0.091
H 17.368 4.506 0.934 -0.80 -0.59 -0.40 0.094
H 18.399 3.294 1.665 -0.21 -0.73 0.06 0.086
H 17.685 4.598 2.576 0.31 0.01 0.34 0.045
H 14.744 2.318 5.813 0.32 0.54 0.47 0.044
H 14.710 0.793 5.612 0.13 -0.58 0.31 0.067
C 16.435 3.831 7.772 1.25 -0.06 0.53 -0.093
C 15.770 5.009 8.465 -0.24 -0.37 -2.60 -0.373
C 16.423 6.340 7.902 2.04 0.17 1.18 -0.096
O 17.912 6.257 7.972 -0.75 -0.70 1.19 -0.235
C 18.785 7.257 7.453 -0.81 -1.02 -0.50 -0.103
N 14.408 4.886 7.896 -1.07 1.37 -0.03 0.004
H 15.906 2.928 8.079 0.35 -0.22 -0.15 0.075
H 17.505 3.795 7.973 -0.01 -0.38 0.54 0.070
H 16.428 3.916 6.686 -0.60 0.19 0.00 0.058
H 15.659 4.867 9.540 0.99 0.58 0.16 0.133
H 16.171 7.181 8.548 -0.47 0.22 -0.26 0.115
H 16.239 6.541 6.846 -0.84 -0.25 0.07 0.100
H 19.764 6.778 7.475 0.02 -0.13 -0.27 0.069
H 18.934 8.197 7.984 -0.77 0.12 0.39 0.080
H 18.465 7.429 6.425 0.36 0.47 -0.27 0.079
H 13.860 4.133 8.286 0.61 -0.81 0.13 0.066
H 13.825 5.643 8.223 -0.01 0.79 -0.20 0.065
```
Forces are in eV/Å.